170
Properties=species:S:1:pos:R:3:forces:R:3 method="wB97M-V/def2-TZVPD" homo_ev=-9.080 homo_lumo_gap_ev=7.6 total_energy_ev=-124962.679 total_charge=0 e_above_lowest_kcal_mol=143.7
C -4.5213 -6.9361 5.3617 -0.779 -0.351 0.422
O -3.2620 -7.1520 4.6824 -0.437 1.507 1.121
C -2.5483 -5.9159 4.4333 0.660 -0.546 -1.773
C -2.8827 -5.4787 2.9084 0.190 1.313 1.069
C -2.5097 -3.9189 2.7815 -0.190 0.042 -1.064
C -1.0065 -3.6900 2.1734 -1.415 -0.219 0.430
C -1.1697 -2.6614 0.9563 0.740 0.366 0.415
C 0.2506 -2.1094 0.3718 -0.716 -0.668 0.236
C 1.2600 -1.7311 1.5594 -0.528 0.554 0.282
C 2.1683 -0.4291 1.2981 -0.284 -0.185 0.696
C 1.2931 0.8634 1.6265 -0.824 1.859 -0.733
C 0.6629 1.6103 0.3878 -1.315 1.412 3.125
C 0.8881 1.1842 -1.1318 0.636 1.016 0.034
C 2.0259 2.1445 -1.7919 1.334 -1.698 -1.308
N 2.9877 1.6416 -2.5473 -2.680 0.874 1.940
C -0.2575 2.8710 0.6207 1.567 -1.359 2.546
C -0.8891 3.6194 -0.6316 -0.654 0.359 -0.242
C -2.3086 2.9843 -1.1125 0.719 -0.342 -0.264
C -2.5143 3.3933 -2.6754 -0.040 1.245 1.331
I -2.2728 1.6461 -3.9567 -0.111 0.822 0.355
C -0.5066 3.3253 2.1021 1.536 -1.935 -0.285
C 0.1730 2.5855 3.3163 0.110 -0.866 -2.524
C 1.0950 1.3297 3.0876 -2.223 1.853 -2.455
C 1.7256 0.6759 4.3946 0.350 0.986 0.089
C 3.0719 1.4816 4.7588 -0.593 0.418 0.396
F 2.0293 -0.7267 4.2940 -0.515 1.649 -0.172
C -0.1619 3.1580 4.7884 0.340 0.443 0.475
O 0.6715 3.2298 5.7237 -2.716 -0.656 -3.170
C -1.6779 3.6918 4.9530 0.047 0.751 -2.754
C -2.3011 4.3594 3.8468 1.168 -1.173 2.545
C -3.8173 4.8160 4.0555 -0.143 -0.671 -0.688
C -4.6755 3.4485 4.3049 1.176 -0.796 -0.185
O -4.9643 3.2479 5.7287 0.487 -0.519 -0.911
C -1.4683 4.5681 2.4757 0.240 1.007 -0.470
O -1.5502 5.6219 1.8050 -0.007 -3.651 2.114
H -4.5366 -7.5935 6.2999 0.010 0.975 -1.225
H -5.4109 -7.2580 4.7147 1.299 0.402 0.692
H -4.7120 -5.8451 5.6650 0.493 -1.514 -0.456
H -2.7691 -5.0759 5.1751 -0.062 -1.213 -0.953
H -1.4166 -6.1393 4.5075 -1.743 0.255 -0.057
H -3.9991 -5.6368 2.6860 1.630 0.173 0.515
H -2.2660 -6.0603 2.1395 -0.927 0.624 1.253
H -3.2745 -3.4384 2.0555 1.282 -0.712 1.085
H -2.6403 -3.3303 3.7700 0.246 -1.159 -1.462
H -0.3840 -3.3085 3.0493 -0.560 -0.240 -1.499
H -0.5606 -4.7097 1.8738 -0.645 1.631 0.228
H -1.8276 -3.1119 0.1208 1.187 0.523 1.285
H -1.7735 -1.7648 1.3616 1.002 -1.215 -0.565
H 0.7290 -2.9462 -0.2441 -0.673 1.236 0.599
H -0.0313 -1.2361 -0.3141 0.708 -1.157 1.006
H 0.5988 -1.4948 2.4791 1.339 -0.531 -1.351
H 1.9582 -2.6067 1.7902 -1.144 1.097 -0.230
H 2.5616 -0.4865 0.2293 -0.608 0.517 1.407
H 3.0972 -0.4580 1.9837 -1.592 0.081 -0.992
H -0.0851 1.2760 -1.7506 1.496 -0.049 1.137
H 1.2725 0.1212 -1.2835 -0.593 1.504 0.478
H 2.0483 3.2780 -1.6368 -0.265 -1.708 0.010
H 2.8555 0.6102 -2.6168 0.131 0.753 0.059
H -0.2153 3.5814 -1.5715 -0.805 -0.194 1.811
H -1.0785 4.7450 -0.4561 0.519 -1.882 0.130
H -2.2311 1.8443 -0.9742 -0.270 1.697 -0.391
H -3.1935 3.3285 -0.4751 1.328 -0.272 -0.865
H -3.5272 3.8984 -2.8412 1.362 -1.131 0.040
H -1.7234 4.1859 -2.9622 -1.214 -1.523 0.282
H 0.9701 0.7874 5.2595 1.203 -0.314 -1.505
H 3.1259 2.4263 4.1000 0.078 -1.577 1.067
H 2.9634 1.8350 5.8498 0.420 -0.590 -1.727
H 4.0057 0.8384 4.6353 -1.386 0.805 0.075
H -2.2437 3.4923 5.9372 1.161 0.584 -1.642
H -3.9492 5.5374 4.9472 0.312 -1.273 -1.447
H -4.2320 5.3165 3.1062 0.827 -0.634 1.459
H -5.6042 3.3881 3.6444 0.971 0.391 1.227
H -4.0121 2.5503 4.0015 -1.040 1.552 0.107
H -4.5837 2.3781 6.0041 -0.581 1.164 -0.492
C 2.1139 -4.3210 4.7102 -0.022 0.392 0.278
O 2.0461 -5.4319 3.8168 0.317 -0.290 -0.164
C 3.2287 -6.0239 3.5827 -0.184 -0.078 -0.088
O 4.2912 -5.6963 4.0531 -0.364 -0.100 -0.189
O 3.0227 -7.0441 2.7333 -0.056 0.392 0.291
C 4.2033 -7.7699 2.3925 0.341 -0.275 -0.148
H 1.1052 -3.9223 4.8251 0.040 -0.232 -0.195
H 2.4739 -4.6370 5.6919 0.112 0.047 -0.162
H 2.7509 -3.5344 4.2995 0.027 -0.131 0.123
H 4.6471 -8.2234 3.2816 0.032 0.190 -0.077
H 4.9235 -7.1206 1.8894 -0.013 -0.045 0.183
H 3.9179 -8.5664 1.7047 -0.223 0.195 0.103
C 2.4929 2.2104 -6.2842 0.208 0.403 0.252
O 2.1990 0.9501 -6.8863 -0.439 -0.154 -0.335
C 1.0754 0.9388 -7.6224 0.098 -0.149 0.053
O 0.3340 1.8763 -7.8010 0.340 -0.453 0.013
O 0.9197 -0.3016 -8.1261 0.196 0.500 0.269
C -0.2438 -0.4647 -8.9354 -0.430 -0.166 -0.240
H 3.4175 2.1014 -5.7165 -0.141 -0.250 -0.113
H 2.6442 2.9765 -7.0482 -0.187 -0.064 0.066
H 1.6973 2.5032 -5.5954 0.023 0.022 -0.185
H -0.2030 0.1927 -9.8057 -0.172 0.008 0.207
H -1.1478 -0.2773 -8.3516 0.106 0.142 -0.107
H -0.2687 -1.4970 -9.2860 0.237 0.094 0.165
C 0.2645 4.2415 8.5253 -0.078 -0.226 -0.327
O 0.9260 4.7746 9.6729 0.207 0.492 0.163
C 1.5268 5.9539 9.4537 -0.056 -0.215 0.206
O 1.5410 6.5549 8.4066 0.030 -0.166 0.479
O 2.1081 6.3475 10.5993 -0.222 -0.211 -0.348
C 2.7897 7.5975 10.5098 0.230 0.391 0.042
H -0.1864 3.2900 8.8104 0.162 0.138 0.226
H -0.5298 4.9138 8.1918 0.182 0.021 -0.065
H 0.9768 4.0575 7.7217 -0.182 0.200 0.154
H 2.0934 8.3988 10.2525 0.105 -0.123 -0.131
H 3.6018 7.5424 9.7814 -0.196 0.049 -0.034
H 3.2185 7.8140 11.4888 -0.162 -0.269 -0.032
C 8.8698 -4.5682 -1.5740 0.151 -0.145 -0.383
O 8.3871 -3.8657 -0.4304 -0.108 -0.152 0.374
C 8.1446 -4.6481 0.6353 -0.048 0.165 0.095
O 8.2999 -5.8442 0.6867 -0.073 0.453 -0.056
O 7.6993 -3.8665 1.6324 0.206 -0.147 -0.485
C 7.3989 -4.5697 2.8381 -0.139 -0.215 0.438
H 9.0299 -3.8396 -2.3696 -0.108 0.109 0.276
H 9.8226 -5.0546 -1.3538 -0.190 -0.080 0.028
H 8.1334 -5.2984 -1.9171 0.150 -0.030 0.140
H 8.2935 -5.0557 3.2340 -0.121 -0.066 -0.148
H 6.6043 -5.2997 2.6708 0.185 0.015 0.043
H 7.0488 -3.8424 3.5712 0.045 0.086 -0.293
C -9.3339 -2.1588 3.4212 -0.060 0.351 0.266
O -9.3927 -3.2751 2.5354 0.336 -0.267 -0.149
C -8.2043 -3.8569 2.3024 -0.113 -0.057 -0.060
O -7.1441 -3.5160 2.7685 -0.407 -0.131 -0.176
O -8.4022 -4.8846 1.4600 -0.059 0.378 0.284
C -7.2154 -5.6000 1.1222 0.346 -0.277 -0.155
H -10.3465 -1.7704 3.5356 0.040 -0.251 -0.189
H -8.9682 -2.4652 4.4037 0.112 0.059 -0.162
H -8.7056 -1.3685 3.0042 0.060 -0.159 0.116
H -6.7654 -6.0431 2.0136 0.036 0.183 -0.073
H -6.5029 -4.9464 0.6137 -0.015 -0.028 0.204
H -7.4923 -6.4043 0.4399 -0.235 0.188 0.108
C 1.1323 9.9323 1.9011 -0.055 0.323 -0.218
O 1.3793 8.6533 2.4805 -0.014 -0.083 0.343
C 1.1889 8.6048 3.8109 0.033 -0.254 0.053
O 0.8408 9.5248 4.5108 0.131 -0.317 -0.329
O 1.4534 7.3551 4.2234 -0.108 0.462 -0.407
C 1.2916 7.1536 5.6290 0.021 -0.163 0.431
H 1.3167 9.8538 0.8290 0.041 -0.258 0.168
H 0.0922 10.2295 2.0521 0.157 0.038 0.126
H 1.8120 10.6808 2.3148 -0.187 -0.049 0.074
H 0.2580 7.3402 5.9286 0.162 0.132 0.002
H 1.9773 7.7898 6.1913 -0.225 0.000 -0.073
H 1.5308 6.1127 5.8471 0.019 0.120 -0.280
C -4.9057 -0.5695 -11.0288 -0.051 0.368 0.260
O -4.9687 -1.6887 -11.9110 0.343 -0.280 -0.146
C -3.7825 -2.2753 -12.1424 -0.150 -0.043 -0.071
O -2.7213 -1.9365 -11.6777 -0.376 -0.126 -0.138
O -3.9839 -3.3049 -12.9813 -0.052 0.373 0.282
C -2.7997 -4.0258 -13.3175 0.338 -0.271 -0.154
H -5.9169 -0.1772 -10.9154 0.040 -0.252 -0.187
H -4.5408 -0.8740 -10.0453 0.108 0.057 -0.159
H -4.2748 0.2172 -11.4485 0.058 -0.159 0.118
H -2.3510 -4.4677 -12.4251 0.031 0.188 -0.078
H -2.0851 -3.3765 -13.8282 -0.022 -0.028 0.205
H -3.0813 -4.8308 -13.9971 -0.232 0.190 0.105
C 1.8943 1.4672 -11.0929 -0.060 0.142 0.433
O 1.9272 1.3007 -12.5096 0.285 -0.246 -0.294
C 2.9154 0.5031 -12.9480 -0.085 0.059 0.004
O 3.7353 -0.0537 -12.2598 -0.327 0.222 -0.302
O 2.8310 0.4338 -14.2877 -0.076 0.094 0.388
C 3.8273 -0.3868 -14.8944 0.271 -0.230 -0.242
H 1.0604 2.1275 -10.8514 0.046 -0.057 -0.292
H 1.7297 0.5090 -10.5962 0.279 0.081 -0.080
H 2.8164 1.9333 -10.7381 -0.029 -0.205 -0.022
H 3.7396 -1.4192 -14.5484 0.112 0.153 0.090
H 4.8262 0.0053 -14.6906 -0.108 -0.136 0.117
H 3.6628 -0.3689 -15.9723 -0.198 0.170 0.177